No. 1
{
  "formula": "C4H6N4",
  "method": "ωB97M-V/def2-TZVPD",
  "species": ["N", "N", "N", "N", "C", "C", "C", "C", "H", "H", "H", "H", "H", "H"],
  "xyz": [[-1.8011, 1.0076, 0.4552], [1.0674, 1.4235, -0.4592], [-2.3137, -1.0679, -0.2435], [3.6960, -0.6853, 0.2710], [0.1460, -0.7050, 0.0315], [-1.3555, -0.2142, 0.1922], [1.1846, 0.0117, -0.2243], [2.5056, -0.5813, 0.1279], [-3.2681, -0.7658, -0.4384], [-1.1261, 1.3961, 1.1239], [2.3774, 1.7149, -0.8698], [0.3228, 2.1879, 0.2466], [0.5325, -1.5812, 0.4175], [-1.9676, -2.1408, -0.6306]],
  "mulliken_charge": [-0.80, -0.61, -0.51, -0.44, -0.88, 0.81, 0.55, 0.08, 0.24, 0.23, 0.32, 0.30, 0.44, 0.28],
  "multiplicity": 1
}

=====

No. 2
{
  "formula": "C4H8O2",
  "method": "ωB97M-V/def2-TZVPD",
  "species": ["O", "O", "C", "C", "C", "C", "H", "H", "H", "H", "H", "H", "H", "H"],
  "xyz": [[-2.2505, 1.6252, 0.3950], [1.4362, 1.6513, 0.0250], [-1.2363, 0.9927, 0.2145], [0.1537, -1.0743, 0.4020], [-1.2762, -0.5850, 0.2301], [1.1364, -0.4102, -0.4964], [0.1840, -2.1576, 0.1561], [0.3875, 1.5675, 0.1018], [2.1937, -0.5858, -0.3162], [0.4828, -0.9951, 1.4470], [1.5739, 2.1004, -0.8358], [-1.9745, -0.9831, 0.9819], [0.8538, -0.2792, -1.5422], [-1.6643, -0.8669, -0.7628]],
  "mulliken_charge": [-0.40, -0.71, 0.09, -0.21, -0.34, -0.86, 0.28, 0.36, 0.28, 0.26, 0.34, 0.33, 0.35, 0.23],
  "multiplicity": 1
}

=====

Calculated values (eV) of E for the records, taken in order: -10199.7711 -8368.1561.